{"formula": "C26H28BrInNO6S", "method": "wB97M-V/def2-TZVPD", "elements": ["C", "C", "O", "O", "C", "C", "C", "C", "C", "C", "C", "C", "C", "C", "C", "C", "O", "C", "C", "C", "C", "C", "O", "N", "O", "C", "S", "C", "C", "C", "C", "Br", "C", "C", "O", "H", "H", "H", "H", "H", "H", "H", "H", "H", "H", "H", "H", "H", "H", "H", "H", "H", "H", "H", "H", "H", "H", "H", "H", "H", "H", "H", "H", "In"], "coordinates": [[2.98124, -2.76752, -0.23638], [1.49502, -3.28688, -0.41931], [1.37508, -4.43696, -0.76358], [0.37320, -2.45157, -0.23449], [-0.53395, -2.97382, 0.76980], [-1.96118, -3.35619, 0.20243], [-3.02486, -2.16403, 0.30908], [-3.52545, -1.66772, -1.13335], [-2.21847, -1.33811, -1.96477], [-1.74842, -2.25523, -3.11116], [-2.57811, -3.51236, -3.50037], [-0.47224, -1.84938, -3.83993], [0.32208, -0.68450, -3.48134], [-0.17648, 0.17360, -2.34637], [-1.47077, -0.14431, -1.59434], [-1.92906, 0.83683, -0.45768], [-3.11102, 1.20625, -0.35789], [-0.73485, 1.33315, 0.48303], [-0.84703, 1.49385, 1.96946], [-2.22883, 1.19712, 2.65969], [0.38192, 1.94541, 2.72237], [0.25060, 2.13231, 4.28184], [-0.19841, 3.50496, 4.44240], [-0.92440, 3.66160, 5.64024], [-0.20702, 3.47443, 6.54304], [1.65959, 2.20037, 1.98056], [3.09967, 2.70397, 3.01962], [1.76525, 2.06181, 0.49652], [3.11658, 2.33253, -0.23517], [3.20852, 3.78515, -0.90857], [4.10595, 3.67530, -2.21288], [3.93797, 5.03122, 0.42606], [0.55577, 1.62838, -0.28696], [0.57666, 1.45147, -1.84298], [1.09795, 2.24352, -2.58405], [3.69641, -3.63857, -0.17187], [3.11753, -2.18718, 0.72115], [3.31632, -2.17250, -1.14053], [-0.56864, -2.25273, 1.63873], [-0.09622, -3.93078, 1.19022], [-1.81350, -3.73063, -0.84260], [-2.35881, -4.18235, 0.86548], [-2.48038, -1.33296, 0.86983], [-3.89155, -2.44191, 0.98150], [-4.22730, -0.79685, -1.07410], [-4.07714, -2.54135, -1.58810], [-2.19717, -4.00415, -4.43688], [-3.63463, -3.15069, -3.71397], [-2.67710, -4.23646, -2.63313], [-0.12910, -2.50705, -4.68788], [1.26286, -0.37798, -4.01203], [-2.99352, 2.02508, 2.40239], [-2.67074, 0.22281, 2.27880], [-2.17921, 1.10333, 3.77524], [-0.48722, 1.42392, 4.74869], [1.24611, 1.93555, 4.76367], [3.54453, 1.48657, 3.51400], [3.25203, 1.51152, -1.00794], [3.93517, 2.19657, 0.53020], [2.15247, 4.10732, -1.14871], [4.91810, 2.90870, -2.02147], [3.47344, 3.27077, -3.05083], [4.58591, 4.65757, -2.47541], [-4.43116, 1.44978, 1.29096]], "forces_ev_per_a": [[-0.226, 0.492, 0.192], [1.839, -1.553, -0.705], [-0.804, 1.368, 0.495], [0.864, -0.084, 0.545], [-0.364, -1.444, 0.640], [-0.068, 0.504, 1.092], [0.413, 0.193, -0.042], [0.968, -0.966, 0.184], [0.073, 1.433, 0.269], [0.930, 1.227, 0.483], [0.319, 1.284, -0.169], [0.190, 1.099, 0.984], [-2.486, -0.881, 0.945], [-0.792, -0.527, 1.025], [0.500, -1.488, -1.791], [1.376, -0.084, -0.078], [3.113, -0.762, -1.146], [0.502, 0.244, 0.674], [0.952, 0.240, -2.578], [1.098, -0.052, -0.180], [-0.112, -0.378, -1.494], [0.694, -0.199, -0.733], [0.328, -1.317, -2.425], [1.138, 0.260, 2.430], [-1.410, 0.048, -0.295], [-1.805, -1.186, -0.457], [-0.425, -0.264, -0.708], [-0.674, 0.075, 0.846], [-0.657, -1.013, 0.994], [-0.361, -0.569, -0.870], [0.256, -0.381, 0.615], [-0.433, -0.612, -0.551], [-0.606, -0.348, 2.155], [-0.531, -0.488, 0.437], [-0.265, -0.841, 0.556], [-1.228, 0.711, -0.179], [-0.292, -0.286, -1.139], [-0.542, -0.413, 1.105], [-0.160, -0.490, -1.015], [-0.418, 1.090, -0.550], [-0.236, 0.214, 1.083], [0.566, 0.709, -0.991], [-0.644, -0.666, -0.792], [0.818, 0.185, -1.027], [0.780, -0.812, -0.214], [0.594, 1.103, 0.372], [-0.191, 0.441, 1.150], [1.011, -0.341, 0.242], [0.244, 0.760, -0.970], [-0.418, 0.797, 1.049], [-1.128, -0.483, 0.540], [2.297, -0.381, 1.405], [0.803, 0.851, 0.478], [-0.069, 0.265, -1.109], [0.666, 0.632, -0.611], [-0.836, 0.358, -0.397], [-0.635, 0.549, -0.523], [-0.231, 1.207, 0.547], [-0.787, 0.260, -0.931], [1.377, -0.049, 0.304], [-0.751, 1.042, -0.195], [0.559, 0.635, 0.808], [-0.669, -1.042, 0.156], [-4.013, 0.120, 0.065]], "lowdin_charge": [0.018, -0.459, 0.131, -0.091, -0.160, -0.114, -0.149, -0.097, -0.029, -0.007, 0.010, 0.084, 0.093, 0.082, 0.019, -0.183, -0.153, 0.047, -0.044, -0.109, -0.033, -0.166, -0.123, 0.028, 0.148, -0.358, 0.886, -0.086, -0.202, -0.675, -0.102, 0.860, 0.090, -0.273, 0.176, 0.108, 0.083, 0.088, 0.130, 0.145, 0.098, 0.140, 0.073, 0.135, 0.107, 0.126, 0.118, 0.134, 0.121, 0.149, 0.153, -0.051, 0.040, 0.113, 0.127, 0.108, -0.040, 0.140, 0.091, 0.100, 0.101, 0.086, 0.095, 1.125], "multiplicity": 1, "lumo_ev": -14.61, "e_tot_ev": -127201.5122, "charge": 3}